a.
Entry from the Open Molecules 2025 dataset: an isolated molecule of C3H10N4S (ωB97M-V/def2-TZVPD).

Properties
structure (SMILES) = NNCCC/N=N/S
HOMO energy = -0.3006 Eh

Geometry (Å):
N (1.24633, -2.11714, -1.21667)
N (0.35695, -1.44507, -0.36629)
C (1.01554, -0.83217, 0.76838)
C (0.73119, 0.76836, 0.89432)
C (-0.70695, 0.93124, 1.31938)
N (-1.50676, 1.79374, 0.53578)
N (-1.79030, 1.41618, -0.62202)
S (-2.45572, 2.46829, -1.70560)
H (0.88481, -2.95742, -1.78431)
H (1.78827, -1.49615, -1.76118)
H (-0.40857, -0.93363, -0.83496)
H (1.96938, -1.21257, 0.72315)
H (0.66589, -1.30312, 1.69687)
H (0.83033, 1.08452, -0.16591)
H (1.47384, 1.16937, 1.49254)
H (-1.15865, -0.02331, 1.26818)
H (-0.66909, 1.25193, 2.34986)
H (-2.26649, 1.43695, -2.59155)

=====

b.
Entry from the Open Molecules 2025 dataset: an isolated molecule of C3H10N4S (ωB97M-V/def2-TZVPD).

Properties
structure (SMILES) = N/N=C\NNCCS
HOMO energy = -0.3084 Eh

Geometry (Å):
N (-2.67620, 0.13290, -0.02027)
N (-1.85658, -0.82589, -0.63397)
C (-0.94334, -1.37015, 0.02525)
N (-0.39615, -0.64742, 1.13413)
N (-0.13609, 0.74111, 0.84844)
C (0.81758, 0.81622, -0.36290)
C (2.22603, 0.80911, -0.06074)
S (2.52066, -1.00653, 0.06307)
H (-3.40387, 0.20577, -0.68512)
H (-2.87289, 0.05881, 0.95671)
H (-0.25326, -2.25667, -0.37480)
H (0.37450, -1.05362, 1.77103)
H (-1.21693, 1.02477, 0.28231)
H (0.56486, 1.85326, -0.96246)
H (0.56187, 0.07175, -1.13515)
H (2.35777, 1.38413, 0.87806)
H (2.77546, 1.51903, -0.78400)
H (1.55658, -1.45657, -0.93958)

=====

Name the most stable of them. a.

=====

a.
Entry from the Open Molecules 2025 dataset: a structure of composition C2H9N5 (ωB97M-V/def2-TZVPD).

Properties
HOMO energy = -0.3264 Eh

Geometry (Å):
C (0.21472, -2.21560, -0.19487)
N (0.14047, 0.22317, 0.32164)
N (0.20327, 1.42889, -0.27982)
C (0.75955, -0.83964, -0.43689)
N (-1.06999, 0.08995, 0.95696)
N (0.20222, 2.44856, 0.67091)
N (1.68298, -0.63410, -1.26849)
H (-1.13392, 1.32698, -0.71921)
H (-1.73122, 0.57284, -0.06135)
H (-1.15994, -0.84589, 1.34790)
H (0.39358, 3.32209, 0.20102)
H (-0.62661, 2.45512, 1.25943)
H (1.86891, 0.36393, -1.37359)
H (0.81423, -2.91856, -0.76590)
H (0.26634, -2.48226, 0.86294)
H (-0.82458, -2.29549, -0.52068)

=====

b.
Entry from the Open Molecules 2025 dataset: a cluster of 2 separate species, C2H9N5 in total (ωB97M-V/def2-TZVPD).

Properties
structure (SMILES) = [H]/N=C/N.C=NNN
HOMO energy = -0.3115 Eh

Geometry (Å):
H (-0.95801, -2.83866, 0.11644)
N (-0.99145, -1.86395, 0.39438)
C (-1.70506, -1.12439, -0.34782)
N (-1.92500, 0.17158, -0.03469)
H (-2.24326, -1.45330, -1.24750)
H (-1.36435, 0.54849, 0.71332)
H (-2.20134, 0.81681, -0.75216)
C (1.14835, 2.18369, 0.38362)
N (0.94541, 1.44090, -0.62358)
N (1.29930, 0.15996, -0.64789)
N (1.58820, -0.52622, 0.55218)
H (1.56075, 1.83734, 1.32300)
H (0.88780, 3.22291, 0.27770)
H (0.79408, -0.35447, -1.36822)
H (0.78122, -1.07621, 0.86038)
H (2.38334, -1.14449, 0.40086)

=====

c.
Entry from the Open Molecules 2025 dataset: an isolated molecule of C2H9N5 (ωB97M-V/def2-TZVPD).

Properties
structure (SMILES) = N/C=C(\N)N(N)N
HOMO energy = -0.2776 Eh

Geometry (Å):
N (-1.37954, -2.24740, 0.48404)
C (-0.52131, -0.84656, 0.69137)
C (-0.69091, -0.21524, -0.41435)
N (-0.58366, -0.45102, -1.73548)
N (0.34342, 1.19735, 0.11834)
N (0.76916, 1.62797, 1.37777)
N (1.41128, 1.21434, -0.79895)
H (-2.38257, -2.15310, 0.62896)
H (-1.22916, -2.68098, -0.42694)
H (-0.45925, -0.67376, 1.75155)
H (0.37210, -0.78414, -1.91264)
H (-0.76075, 0.38222, -2.29014)
H (1.21258, 0.87347, 1.91208)
H (-0.05108, 1.92443, 1.90131)
H (2.19068, 0.66062, -0.43609)
H (1.75901, 2.17179, -0.85083)

=====

d.
Entry from the Open Molecules 2025 dataset: a structure of composition C2H9N5 (ωB97M-V/def2-TZVPD).

Properties
HOMO energy = -0.2816 Eh

Geometry (Å):
C (0.45922, 0.71181, -1.05835)
N (-0.79409, 0.10771, 0.04320)
C (1.11055, 0.03297, 0.07331)
N (-1.58528, 1.02542, 0.76304)
N (-1.39396, -1.12902, -0.25872)
N (1.43277, -1.31673, -0.09012)
N (1.72630, 0.88458, 0.88173)
H (-0.92467, 1.54584, 1.34593)
H (-2.04697, 1.66829, 0.11841)
H (-1.89269, -1.45095, 0.56870)
H (-2.08777, -0.99900, -0.99551)
H (0.64303, -1.86544, -0.41336)
H (1.86383, -1.73011, 0.72536)
H (2.55826, 0.46359, 1.29211)
H (0.51463, 0.26307, -2.05319)
H (0.41686, 1.78796, -0.94253)

=====

Name the most stable of them. b.

=====

a.
Entry from the Open Molecules 2025 dataset: the ion C5H12NS2 with charge -1 (ωB97M-V/def2-TZVPD).

Properties
net charge = -1
structure (SMILES) = [S-]CCCNCCS
HOMO energy = -0.0867 Eh

Geometry (Å):
S (-0.16950, 3.02300, -0.80560)
C (0.00129, 1.15178, -1.01543)
C (-0.36525, 0.30162, -2.35615)
C (-1.18440, -1.01219, -1.94398)
N (-0.47236, -1.74174, -0.92518)
C (-0.64473, -1.31407, 0.55616)
C (0.72508, -1.62040, 1.36097)
S (1.09313, -0.83872, 2.87277)
H (-1.01119, 1.01664, -0.53738)
H (0.82484, 0.67485, -0.39244)
H (-0.85423, 0.97584, -3.12197)
H (0.53356, -0.25495, -2.81712)
H (-2.12122, -0.63139, -1.50283)
H (-1.56864, -1.69320, -2.77916)
H (0.45060, -1.84755, -1.05571)
H (-0.83743, -0.25107, 0.64288)
H (-1.43040, -2.09100, 0.96536)
H (0.62237, -2.72695, 1.46162)
H (1.51202, -1.31539, 0.59383)
H (1.21618, 0.34756, 2.33506)

=====

b.
Entry from the Open Molecules 2025 dataset: the ion C5H12NS2 with charge -1 (ωB97M-V/def2-TZVPD).

Properties
net charge = -1
structure (SMILES) = [S-]CCCNCCS
HOMO energy = -0.0871 Eh

Geometry (Å):
S (2.05819, -2.06052, 2.71299)
C (0.82269, -1.09449, 1.56428)
C (1.15242, -1.62235, 0.09808)
C (1.13141, -0.51700, -0.90712)
N (-0.26595, -0.01473, -1.21683)
C (-0.47102, 1.40765, -0.95856)
C (-1.86915, 1.65831, -0.44260)
S (-2.12393, 1.47453, 1.37111)
H (1.03915, -0.04981, 1.74950)
H (-0.18372, -1.50499, 1.69319)
H (2.15854, -2.04816, 0.04572)
H (0.49108, -2.46294, -0.07536)
H (1.64137, 0.35158, -0.50766)
H (1.54004, -0.79769, -1.90132)
H (-0.87512, -0.74407, -0.88095)
H (0.38608, 1.85634, -0.43555)
H (-0.37462, 1.90433, -1.94711)
H (-2.03630, 2.75009, -0.37798)
H (-2.54038, 1.29601, -1.23409)
H (-1.68076, 0.21793, 1.65024)

=====

Name the most stable of them. b.